Record 1
DFT (ωB97M-V/def2-TZVPD) results for 2 unconnected molecules or ions with the total composition C6H14NS.

Summary:
Total energy = -689.17116 Eh
LUMO (spin up / spin down) = -8.8 / -13.1 eV
Expectation value of S² = 0.753
Charge = +2
Multiplicity = 2
HOMO energy (spin up / spin down) = -0.6802 / -0.6800 Ha

Element x y z (Å)
C -1.3286 -0.8760 2.1866
C -1.3170 -1.7542 1.1959
C -0.7763 1.3628 2.8206
N -0.4681 0.2776 2.2204
H -2.0469 -0.8931 2.9993
H -0.7167 -1.6127 0.3041
H -1.8893 -2.6710 1.2728
H -0.0449 2.1666 2.8379
H -1.7378 1.4525 3.3214
H 0.3386 0.1647 1.5723
C -0.0370 0.5290 -3.0498
C 0.3090 0.6695 -1.5567
C 1.5653 -0.1597 -1.2942
S 2.1780 0.0982 0.4109
H -1.0213 0.9151 -3.2963
H -0.0633 -0.5451 -3.3384
H 0.7049 1.0566 -3.6415
H 0.5265 1.7200 -1.3013
H -0.5115 0.3771 -0.9191
H 2.3930 0.1222 -1.9758
H 1.3543 -1.2406 -1.4056
H 2.5892 -1.1595 0.6364

---

Record 2
DFT (ωB97M-V/def2-TZVPD) results for a gas-phase ion, C6H14NSi (charge +1).

Summary:
Total energy = -580.83755 Eh
LUMO (spin up / spin down) = -5.4 / -4.3 eV
Charge = +1
Multiplicity = 1
HOMO energy (spin up / spin down) = -0.4713 / -0.5028 Ha

Element x y z (Å)
C 1.8146 -0.4144 0.4687
C -0.8375 1.1704 0.1836
C -0.5104 -0.4943 2.3026
C -1.2275 0.5458 1.5303
C -0.0738 -1.2907 -1.6796
C 1.5401 1.3668 -1.9066
N -1.7452 -0.9387 1.5424
Si 0.5927 0.3030 -0.6836
H 2.5112 0.2368 1.0406
H 1.8042 -1.4242 0.8924
H -1.7752 1.0277 -0.4333
H -0.6121 2.2400 0.4557
H -0.3593 -0.8549 3.2926
H -1.9845 1.2253 2.0765
H -0.1860 -0.9569 -2.6641
H 0.7989 -2.0200 -1.6273
H -0.9407 -1.6822 -1.1583
H 1.1069 2.1752 -2.5353
H 2.3274 1.8003 -1.2480
H 2.0135 0.7139 -2.5867
H -1.6648 -1.4463 0.6275
H -2.5923 -1.2827 2.1100

---

Record 3
DFT (ωB97M-V/def2-TZVPD) results for C6H14O in the gas phase.

Summary:
Total energy = -312.22116 Eh
LUMO = 1.0 eV
Charge = 0
SMILES = CC[C@H](C)CCO
Multiplicity = 1
HOMO energy = -0.3692 Ha

Element x y z (Å)
C 0.1463 -0.3666 -2.4789
C -0.3127 0.3247 -1.1955
C 0.6130 0.2734 0.0470
C 1.8486 -0.6210 -0.1312
C -0.1473 -0.2103 1.2954
C -1.3701 0.6573 1.6181
O -1.5971 0.6765 3.0360
H 1.1911 -0.1644 -2.7563
H 0.1037 -1.4361 -2.5664
H -0.3981 0.0690 -3.3047
H -1.1994 -0.2770 -0.9475
H -0.6377 1.3084 -1.3662
H 0.9496 1.2906 0.2700
H 1.6139 -1.6826 -0.1279
H 2.3666 -0.3042 -1.0357
H 2.5458 -0.4501 0.6927
H -0.4469 -1.2473 1.1171
H 0.4992 -0.1288 2.1665
H -2.2439 0.3666 1.0375
H -1.1062 1.6954 1.3948
H -2.4185 0.2263 3.2354

---

Record 4
DFT (ωB97M-V/def2-TZVPD) results for a molecular structure, C6H14O.

Summary:
Total energy = -312.14504 Eh
LUMO = 1.0 eV
Charge = 0
Multiplicity = 1
HOMO energy = -0.2944 Ha

Element x y z (Å)
C -0.0146 -0.6504 0.3926
C 0.4462 -0.1603 -0.8725
C -1.5426 0.5317 0.4225
C 1.9340 -1.3585 -1.0170
C 1.0536 1.2170 -0.9610
C -1.7672 0.9329 1.8662
O -0.4805 -1.9256 0.5391
H -0.9653 -2.1857 -0.2550
H 0.6005 -0.3988 1.2534
H -0.1731 -0.4412 -1.7229
H -2.3220 -0.1355 0.0525
H -1.5660 1.4061 -0.2257
H 1.5616 1.4809 -0.0347
H 1.7839 1.2470 -1.7685
H 2.2230 -1.2552 -2.0607
H 2.7192 -0.9969 -0.3574
H 1.6769 -2.3912 -0.7979
H 0.2940 1.9689 -1.1704
H -1.7670 0.0570 2.5169
H -2.7207 1.4524 2.0018
H -0.9738 1.6054 2.1986

---

Record 5
DFT (ωB97M-V/def2-TZVPD) results for C6H14O in the gas phase.

Summary:
Total energy = -312.24180 Eh
LUMO = 1.0 eV
Charge = 0
SMILES = CC(C)C[C@@H](C)O
Multiplicity = 1
HOMO energy = -0.3739 Ha

Element x y z (Å)
C -1.4048 -1.0966 -0.8472
C -1.1863 -0.3522 0.4740
C -2.2588 0.7266 0.6530
C 0.2275 0.2621 0.6844
C 1.2848 0.0313 -0.3857
C 2.5704 0.7706 -0.0326
O 1.5314 -1.3682 -0.4545
H -2.4307 -1.4826 -0.8961
H -0.7107 -1.9337 -0.9407
H -1.2653 -0.4384 -1.7143
H -1.3292 -1.0905 1.2721
H -3.2651 0.2923 0.6802
H -2.2214 1.4375 -0.1829
H -2.1052 1.2875 1.5824
H 0.6412 -0.1251 1.6232
H 0.1429 1.3505 0.8152
H 0.9103 0.3946 -1.3577
H 2.9867 0.3447 0.8867
H 2.3909 1.8389 0.1275
H 3.3189 0.6700 -0.8270
H 2.1725 -1.5196 -1.1598

---

Record 6
DFT (ωB97M-V/def2-TZVPD) results for C6H14O in the gas phase.

Summary:
Total energy = -312.20503 Eh
LUMO = 0.9 eV
Charge = 0
SMILES = CC(C)C[C@@H](C)O
Multiplicity = 1
HOMO energy = -0.3752 Ha

Element x y z (Å)
C -1.5395 -0.7427 -1.0832
C -1.0863 -0.3348 0.3209
C -2.1985 0.4407 1.0291
C 0.2008 0.5038 0.3206
C 1.4289 -0.1761 -0.2324
C 2.7375 0.5402 -0.0454
O 1.5189 -1.5499 0.1450
H -2.4934 -1.2815 -1.0381
H -0.8205 -1.4057 -1.5784
H -1.6861 0.1388 -1.7211
H -0.8750 -1.2499 0.8890
H -3.1231 -0.1449 1.0749
H -2.4231 1.3741 0.4973
H -1.9126 0.7004 2.0546
H 0.4072 0.8355 1.3454
H 0.0812 1.3993 -0.3016
H 1.2801 -0.2603 -1.3840
H 2.9809 0.6851 1.0104
H 2.6497 1.5078 -0.5423
H 3.5431 -0.0406 -0.5057
H 1.4000 -1.5729 -0.8275

---

Record 7
DFT (ωB97M-V/def2-TZVPD) results for 3 unconnected molecules or ions with the total composition C6H14O.

Summary:
Total energy = -312.11221 Eh
LUMO = 0.8 eV
Charge = 0
Multiplicity = 1
HOMO energy = -0.3395 Ha

Element x y z (Å)
C -1.3460 -0.1879 2.5408
O -0.7115 0.3679 1.4774
C -0.1798 -0.5237 0.6315
C 0.3615 0.1299 -0.6557
C 0.6065 -1.0167 -1.6346
C -0.6852 1.1000 -1.2150
C 1.6913 0.9060 -0.4560
H -2.0028 -1.2544 1.7538
H -1.8165 0.6418 3.1025
H -0.6953 -0.7990 3.1779
H -1.4879 -1.5216 0.7339
H 0.4906 -1.2500 1.1059
H 1.3360 -1.7276 -1.2271
H 0.9953 -0.6424 -2.5874
H -0.3282 -1.5537 -1.8204
H -0.8414 1.9505 -0.5428
H -1.6440 0.5884 -1.3435
H -0.3646 1.4914 -2.1878
H 1.5775 1.7533 0.2290
H 2.0373 1.3158 -1.4189
H 2.4949 0.2633 -0.0780

---

Record 8
DFT (ωB97M-V/def2-TZVPD) results for 2 unconnected molecules or ions with the total composition C6H14O2.

Summary:
Total energy = -387.43120 Eh
LUMO = 0.6 eV
Charge = 0
SMILES = C/C=C/CCCO.O
Multiplicity = 1
HOMO energy = -0.3429 Ha

Element x y z (Å)
C 2.6277 -0.5176 -0.3407
C 1.6958 0.2336 0.5762
C 0.3871 0.0380 0.6901
C -0.4047 0.9171 1.6305
C -1.9160 0.8337 1.3388
C -2.4575 -0.5703 1.4960
O -2.7229 -1.3400 0.3063
H 3.7068 -0.3325 -0.3082
H 2.6445 -1.6039 -0.2275
H 2.3956 -0.2548 -1.3770
H 2.1812 0.9992 1.1744
H -0.1264 -0.6544 0.0403
H -0.1660 0.7663 2.6835
H -0.1734 1.9819 1.4854
H -2.4664 1.5847 1.9016
H -2.1776 1.2165 0.3357
H -1.7055 -1.2181 1.9575
H -3.3704 -0.6242 2.0983
H -2.9669 -0.7819 -0.4267
O 1.6026 -0.1332 -5.4179
H 1.0532 0.0182 -4.6483
H 2.3592 -0.5583 -4.9683

---

Record 9
DFT (ωB97M-V/def2-TZVPD) results for 3 unconnected molecules or ions with the total composition C6H14O2.

Summary:
Total energy = -387.41503 Eh
LUMO = 0.8 eV
Charge = 0
SMILES = C=C/C=C/CC.O.O
Multiplicity = 1
HOMO energy = -0.3075 Ha

Element x y z (Å)
C -0.1265 2.4384 0.5283
C -0.3394 1.1460 0.7991
C 0.0240 0.1340 -0.1985
C 0.2543 -1.1695 0.0430
C 1.1718 -1.9553 -0.8865
C 2.3513 -1.1411 -1.4447
H -0.1282 2.8396 -0.4829
H -0.0493 3.1561 1.3331
H -0.6508 0.8458 1.7855
H 0.4577 0.5553 -1.1009
H -0.3852 -1.5963 0.7976
H 1.5463 -2.8145 -0.3427
H 0.4964 -2.3572 -1.6470
H 2.0812 -0.5867 -2.3377
H 3.1388 -1.8507 -1.6793
H 2.6308 -0.4274 -0.6861
O -2.7226 -0.9656 4.6221
H -3.6025 -1.2762 4.3975
H -2.4432 -1.4266 5.4168
O -1.4872 2.2467 -3.2764
H -0.5536 2.0100 -3.3124
H -1.6640 2.1951 -2.3279

---

Record 10
DFT (ωB97M-V/def2-TZVPD) results for a molecular structure, C6H14O2.

Summary:
Total energy = -387.19048 Eh
LUMO = -3.1 eV
Charge = 0
Multiplicity = 1
HOMO energy = -0.2715 Ha

Element x y z (Å)
C -1.6238 -2.4923 0.4263
C -0.3581 -1.8510 0.0266
C 0.4094 -0.4268 -0.7575
C -0.3764 -0.0476 -1.9239
C 0.9830 -0.3167 1.7551
C -0.0960 -0.4839 0.6151
H -1.6653 -2.2648 1.5757
H -1.8266 -3.5315 0.2107
H -2.4967 -1.9860 -0.0675
H 1.5077 -0.4643 -0.9372
H -0.5259 -0.7481 -2.8027
H -0.1727 1.0639 -2.3178
H -1.4109 0.0796 -1.4562
H 1.8898 -0.9611 1.4685
H 0.5874 -0.9038 2.6557
H -0.9716 0.1999 0.8785
H 0.3989 4.0077 0.7876
H 1.2535 0.6212 2.0685
O -0.0091 3.1780 0.4717
H 2.1592 2.6050 -1.4774
H 0.7945 2.6663 -0.2133
O 1.5496 2.0563 -0.9865

---

Record 11
DFT (ωB97M-V/def2-TZVPD) results for 2 unconnected molecules or ions with the total composition C6H14O2.

Summary:
Total energy = -387.12490 Eh
LUMO (spin up / spin down) = -4.7 / -8.4 eV
Expectation value of S² = 0.753
Charge = +1
Multiplicity = 2
HOMO energy (spin up / spin down) = -0.5550 / -0.5533 Ha

Element x y z (Å)
C 1.0814 2.1866 1.7359
C 1.7813 1.5314 0.5607
C 1.5768 -0.0130 0.4396
C -2.0108 -0.3525 -1.0117
O -2.3338 -1.3090 -2.0394
C -0.5466 -0.1531 -0.9227
C 0.1414 -0.2904 0.2942
H 0.0015 2.1862 1.6214
H 1.3435 1.7495 2.6969
H 1.3882 3.2263 1.7733
H 2.8650 1.6422 0.6365
H 1.5329 2.0647 -0.3514
H 2.1503 -0.5079 -0.3573
H 1.9079 -0.4249 1.3946
H -2.4416 -0.7962 -0.1261
H -2.4645 0.6045 -1.3049
H -2.1471 -0.9593 -2.9259
H -0.0345 0.1849 -1.8108
H -0.3929 -0.6598 1.1618
H -0.7415 -3.8917 -0.8200
H -1.6816 -2.7533 -0.5320
O -0.9752 -3.2652 -0.1129

---

Relative energy (zero: lowest compared OMol25 entry of this formula, charge and spin) values (in kcal/mol) by entry order: 17.5 112.4 21.3 69.0 8.3 31.4 89.6 47.9 58.0 198.9 22.2.